[1]
The following is a DFT calculation (ωB97M-V/def2-TZVPD) of C42H61MoN3O5Si as an isolated structure in a non-equilibrium geometry.

The value obtained for the molecular weight is 812.0 Da. The HOMO-LUMO gap (spin up / spin down) comes out at 7.1 / 6.8 eV. As for the spin multiplicity: 3. Its net charge is 0. As for the LUMO energy (spin up / spin down): -0.023 / -0.319 eV.

XYZ file:
```
113
C42H61MoN3O5Si, DFT ωB97M-V/def2-TZVPD
Mo -0.18888 0.31407 -0.59544
C -4.25295 -2.26561 -2.46539
N -2.86843 -2.48847 -2.10078
C -1.97683 -2.47855 -3.24744
C -0.50435 -2.28518 -2.82420
C 0.21409 -1.06774 -3.43227
N 0.74751 -0.07471 -2.43970
C 1.54637 0.77535 -2.98752
C 2.19879 1.91143 -2.39888
C 2.95134 2.76601 -3.20910
C 3.54714 3.89347 -2.68819
C 3.40171 4.17429 -1.32633
C 2.67662 3.33739 -0.50079
C 2.06358 2.20037 -1.02607
O 1.37639 1.38867 -0.25102
C -2.70017 -3.64659 -1.24140
C -2.86617 -3.30150 0.24049
C -1.83247 -2.30877 0.81002
N -1.89179 -0.95670 0.25426
C -2.99747 -0.36229 0.48457
C -3.51941 0.74618 -0.26969
C -4.70118 1.39262 0.09811
C -5.30857 2.29410 -0.75167
C -4.75166 2.51184 -2.01433
C -3.58770 1.87779 -2.40191
C -2.91600 1.01755 -1.51972
O -1.78741 0.44572 -1.86513
H -4.65018 -3.05299 -3.13069
H -4.35221 -1.30112 -2.96806
H -4.87696 -2.23654 -1.56779
H -2.29167 -1.65524 -3.89157
H -2.07969 -3.40445 -3.83826
H 0.06849 -3.18304 -3.05555
H -0.48496 -2.16874 -1.74151
H -0.46360 -0.53317 -4.09652
H 1.05710 -1.41096 -4.02957
H 1.75773 0.62699 -4.04569
H 3.05703 2.53302 -4.26489
H 4.12004 4.55465 -3.32605
H 3.86352 5.06227 -0.91009
H 2.55538 3.54589 0.55635
H -1.70236 -4.05695 -1.39310
H -3.41022 -4.44690 -1.51155
H -2.78364 -4.22886 0.81520
H -3.87450 -2.91250 0.41211
H -0.83694 -2.67115 0.62152
H -1.96733 -2.26137 1.89433
H -3.67900 -0.81566 1.20820
H -5.13765 1.17021 1.06840
H -6.21570 2.80647 -0.45658
H -5.23939 3.19274 -2.70401
H -3.14883 2.05144 -3.37781
C -1.44613 3.67892 5.13505
O -1.48761 4.72322 4.17590
C -1.36155 4.36801 2.88466
C -1.38298 5.42042 1.95559
C -1.26829 5.12459 0.62661
C -1.09341 3.80988 0.14579
C -0.94989 3.58823 -1.28796
C -1.35121 4.69058 -2.24410
O -0.45921 2.57513 -1.77920
C -1.07417 2.75531 1.09238
O -0.99849 1.48900 0.79274
C -1.22127 3.06711 2.45864
H -1.53770 4.15462 6.10551
H -0.50173 3.13221 5.08620
H -2.27345 2.97914 4.99640
H -1.48970 6.43772 2.30877
H -1.28408 5.94318 -0.08253
H -0.59790 5.48384 -2.22508
H -2.31903 5.11824 -1.98201
H -1.38631 4.27523 -3.24776
H -1.21674 2.23222 3.14773
C 2.85272 -4.16038 1.48260
C 1.49898 -3.54806 1.07095
C 0.50184 -4.03965 2.16278
C 1.12721 -4.23290 -0.25875
Si 1.65448 -1.53156 0.82664
C 1.63497 -0.78686 2.64867
C 2.34434 -1.67385 3.68085
C 0.18594 -0.55070 3.11502
C 2.32071 0.59076 2.68248
C 3.50162 -1.38214 0.11181
C 4.61698 -1.70732 1.12326
C 3.64980 -2.27402 -1.13614
C 3.83182 0.02796 -0.38424
H 2.71665 -5.24126 1.60720
H 3.21508 -3.76663 2.43399
H 3.62801 -4.02486 0.73139
H 0.93669 -4.88762 2.70231
H -0.43324 -4.40239 1.73701
H 0.25639 -3.29015 2.91018
H 1.18868 -5.32512 -0.14018
H 1.79350 -3.94942 -1.07543
H 0.11469 -4.00032 -0.57495
H 1.86273 -2.64739 3.79910
H 2.32172 -1.17400 4.65917
H 3.39275 -1.84007 3.42143
H -0.40407 -1.46605 3.18398
H -0.33657 0.13079 2.44249
H 0.19839 -0.09807 4.11776
H 3.38980 0.52192 2.45880
H 2.22593 1.01639 3.69267
H 1.86505 1.28862 1.98223
H 4.49892 -2.64794 1.65258
H 4.70500 -0.91141 1.86782
H 5.57237 -1.74753 0.58328
H 3.63712 -3.33999 -0.91640
H 4.61003 -2.05618 -1.62426
H 2.85411 -2.06514 -1.86302
H 3.66172 0.80286 0.36339
H 3.25804 0.26319 -1.27088
H 4.89343 0.06487 -0.66820
```



[2]
The following is a DFT calculation (ωB97M-V/def2-TZVPD) of C42H63BrIN19O3 as an isolated structure in a non-equilibrium geometry.

The value obtained for the molecular weight is 1088.9 Da. The HOMO-LUMO gap comes out at 8.5 eV. Its net charge is 0. As for the LUMO energy: -1.005 eV.

XYZ file:
```
129
C42H63BrIN19O3, DFT ωB97M-V/def2-TZVPD
O 3.38302 1.37053 -1.47478
C 3.13314 1.98565 -0.31848
O 4.16194 2.97548 0.13389
I 3.50510 4.80364 -0.55026
O 1.94289 1.85136 0.52817
C 0.97556 0.87553 0.01256
C -0.16413 1.48018 -0.99756
C -0.92870 2.83083 -0.44888
Br -1.65015 3.76535 -2.11280
H 0.38519 0.46045 0.96403
H 1.43733 -0.06684 -0.50578
H 0.35264 1.75236 -2.02302
H -0.98649 0.62328 -1.12464
H -1.87826 2.60214 0.21052
H -0.16528 3.56474 0.09181
C 4.94398 2.20294 -4.20129
C 4.59364 2.70984 -5.59084
N 4.30303 3.13034 -6.74347
H 4.11359 2.39142 -3.51534
H 5.14080 1.12779 -4.23533
H 5.83542 2.71648 -3.83088
C 0.53135 -3.92892 -1.08334
C -0.06937 -2.55297 -0.84581
N -0.56768 -1.41162 -0.64876
H -0.21956 -4.70112 -0.89510
H 0.87580 -4.01177 -2.11791
H 1.37993 -4.08621 -0.41194
C 4.78597 6.60922 -4.79234
C 4.02884 7.11175 -3.57383
N 3.40082 7.52862 -2.56308
H 5.84666 6.49652 -4.55186
H 4.38696 5.64052 -5.10579
H 4.68121 7.32075 -5.61596
C -4.52773 1.35031 -1.73123
C -4.38598 1.29224 -0.21892
N -4.26841 1.24409 1.03554
H -4.24835 2.34326 -2.09401
H -3.87598 0.60506 -2.19563
H -5.56309 1.14516 -2.01679
C -2.31219 2.62564 -6.06530
C -3.60432 2.17456 -5.40389
N -4.67613 1.80037 -4.85524
H -2.08022 1.97481 -6.91277
H -2.41591 3.65360 -6.42360
H -1.48976 2.58060 -5.34615
C -7.90586 -1.39006 0.62680
C -7.78322 -0.64973 -0.69510
N -7.68148 -0.03563 -1.79162
H -7.67719 -0.71409 1.45528
H -8.92396 -1.77035 0.74803
H -7.20682 -2.23055 0.64964
C 1.49437 10.19535 -1.80646
C 1.15520 11.19074 -2.90404
N 0.87385 12.01643 -3.81448
H 0.57833 9.74091 -1.41921
H 2.14184 9.40868 -2.20368
H 2.01266 10.70401 -0.98900
C -4.45855 -2.52379 -2.25047
C -3.21311 -3.31366 -2.61859
N -2.18001 -3.96887 -2.92393
H -4.31380 -2.02705 -1.28720
H -4.65982 -1.76769 -3.01443
H -5.31844 -3.19544 -2.17910
C -2.89996 4.98640 2.79650
C -1.82249 5.47746 1.84337
N -0.92873 5.88480 1.05275
H -3.82494 5.54636 2.63391
H -3.09238 3.92352 2.62589
H -2.57525 5.12781 3.83100
C -0.79996 -7.47012 0.97042
C 0.27751 -6.97906 0.01728
N 1.17127 -6.57172 -0.77334
H -1.72494 -6.91016 0.80782
H -0.99238 -8.53300 0.79981
H -0.47525 -7.32871 2.00491
C 1.60187 -6.86904 4.63959
C 0.09500 -6.93146 4.82933
N -1.15494 -6.98324 4.98672
H 1.86196 -7.16744 3.62032
H 1.95767 -5.84982 4.81406
H 2.09471 -7.54377 5.34489
C 3.73327 -6.10467 8.50044
C 3.85591 -5.36435 7.17854
N 3.95765 -4.75025 6.08203
H 3.96194 -5.42871 9.32892
H 2.71518 -6.48497 8.62168
H 4.43231 -6.94516 8.52329
C -4.20172 4.91127 7.35509
C -4.55206 5.41817 5.96554
N -4.84268 5.83867 4.81291
H -5.03211 5.09975 8.04103
H -4.00490 3.83612 7.32105
H -3.31028 5.42481 7.72550
C -4.77306 5.20680 -1.32514
C -6.06519 4.75572 -0.66373
N -7.13700 4.38153 -0.11508
H -4.54108 4.55597 -2.17261
H -4.87678 6.23476 -1.68344
H -3.95063 5.16176 -0.60598
C -3.50233 -8.25747 -2.23862
C -3.27765 -8.96717 -0.91333
N -3.09127 -9.55585 0.18600
H -2.69783 -8.50657 -2.93600
H -4.45743 -8.56857 -2.67087
H -3.51723 -7.17511 -2.08409
C 9.32694 8.35797 -4.05553
C 8.03481 7.90689 -3.39412
N 6.96300 7.53270 -2.84547
H 9.55892 7.70714 -4.90300
H 9.22322 9.38593 -4.41383
H 10.14937 8.31292 -3.33637
C 7.59767 -5.76527 5.48308
C 7.82235 -6.47497 6.80837
N 8.00873 -7.06365 7.90770
H 8.40217 -6.01437 4.78570
H 6.64257 -6.07637 5.05083
H 7.58277 -4.68291 5.63761
C 11.20187 -6.16040 2.18701
C 9.69500 -6.22281 2.37675
N 8.44506 -6.27460 2.53414
H 11.46196 -6.45880 1.16774
H 11.55767 -5.14118 2.36149
H 11.69471 -6.83513 2.89231
C -10.80196 -3.90321 -1.64769
C -9.43212 -4.26929 -1.09991
N -8.29584 -4.57296 -0.64554
H -11.25026 -4.77021 -2.14058
H -11.45516 -3.57972 -0.83250
H -10.70840 -3.09022 -2.37288
```



[3]
The following is a DFT calculation (ωB97M-V/def2-TZVPD) of a 7-piece molecular cluster, C42H65BClF7IN4O24S overall in a non-equilibrium geometry.

The value obtained for the molecular weight is 1348.2 Da. The HOMO-LUMO gap comes out at 8.4 eV. Its net charge is +1. As for the LUMO energy: -2.489 eV.

XYZ file:
```
146
C42H65BClF7IN4O24S, DFT ωB97M-V/def2-TZVPD
C 3.56778 0.81480 1.40910
C 3.08936 -0.54127 0.69871
O 1.65395 -0.57609 0.41077
C 1.50337 -0.06076 -0.93265
C -0.02802 0.34505 -1.31924
B 0.17657 0.79255 -2.91737
O -0.98738 0.78091 -3.80123
C 1.57193 1.19334 -3.62758
C 2.33265 -0.07503 -4.32873
N -0.89503 -0.83043 -1.12133
C -0.41324 -2.17074 -1.38608
C 0.14705 -2.53835 -2.84052
C 1.58973 -3.23874 -3.00881
N -0.51776 -2.34541 -3.97294
C -2.13352 -0.72599 -0.34636
C -2.36791 -1.85559 0.81205
C -1.16935 -2.04175 1.83113
N -1.28555 -1.05366 2.98435
C -3.35013 -1.10873 -1.37135
C -3.75044 0.02172 -2.39922
C -5.37501 0.00012 -2.53598
I -6.37980 0.85006 -0.80026
C -2.43353 0.63302 0.43767
N -1.11130 1.25922 0.74496
C -1.09328 2.27707 1.83953
C 0.04004 1.98862 2.97470
O 0.50366 3.19662 3.63062
C -0.64483 3.87727 4.14610
O -0.58047 5.10363 4.31613
C -0.42657 1.69771 -0.54735
F 0.72917 2.42794 -0.02676
C -1.27014 2.81835 -1.28580
C -0.49498 4.23763 -1.49807
C 0.67161 4.21068 -2.56956
C 1.26660 5.67135 -2.89509
S 2.99221 5.42026 -3.60382
O 2.98292 4.36245 -4.69176
O 3.51526 6.69504 -4.24242
Cl 4.36220 4.83073 -2.15286
H 4.59674 1.07400 0.95214
H 2.88401 1.69535 1.11769
H 3.71688 0.73820 2.53482
H 3.67967 -0.64262 -0.28811
H 3.42998 -1.40823 1.35908
H 2.23456 0.82256 -1.02114
H 1.94455 -0.82808 -1.67759
H -0.73237 0.28497 -4.61083
H 1.30598 1.88913 -4.51168
H 2.29350 1.79562 -2.97538
H 1.54730 -0.73111 -4.82878
H 3.01299 0.36069 -5.13906
H 3.01731 -0.62894 -3.59784
H -1.25867 -2.95788 -1.30964
H 0.37759 -2.56880 -0.63973
H 2.00630 -3.12779 -4.06115
H 1.42266 -4.36075 -2.82692
H 2.33059 -2.89683 -2.20776
H -1.42482 -1.92384 -3.67299
H -3.32160 -1.63985 1.42888
H -2.58457 -2.89343 0.35333
H -0.12566 -2.08474 1.38689
H -1.32497 -3.07151 2.33291
H -2.18830 -1.32386 3.42358
H -0.54641 -1.23033 3.67983
H -4.26462 -1.37050 -0.72214
H -3.12045 -2.06759 -1.96303
H -3.36789 -0.21150 -3.45721
H -3.48926 1.09228 -2.13157
H -5.74409 0.44166 -3.51614
H -5.66251 -1.11452 -2.55515
H -3.19300 1.32533 -0.07287
H -2.91037 0.44255 1.47156
H -0.50114 0.47743 1.09055
H -2.09037 2.21229 2.41873
H -1.05979 3.36918 1.47105
H -0.42036 1.31728 3.78729
H 0.91699 1.37828 2.54580
H -1.56005 3.23102 4.37307
H -1.90955 2.52656 -2.17648
H -2.08204 3.15944 -0.52586
H -0.20843 4.71719 -0.48876
H -1.31878 4.93500 -1.91442
H 0.27197 3.73157 -3.52342
H 1.54959 3.61946 -2.10887
H 1.42281 6.32317 -1.97008
H 0.69843 6.22139 -3.72663
C 7.52653 -1.25052 -2.07787
C 7.33678 -2.72451 -1.91136
O 5.92932 -2.86921 -1.91261
C 5.45977 -1.84586 -2.67700
O 4.34883 -1.79614 -3.12556
O 6.40629 -0.88938 -2.87632
F 7.81270 -3.14468 -0.71617
H 7.48485 -0.71005 -1.12807
H 8.46284 -1.00480 -2.58013
H 7.76882 -3.32787 -2.71460
C 2.17737 -4.03677 3.40085
C 3.01995 -4.75801 2.39664
O 2.06836 -5.44629 1.61114
C 0.93938 -4.68660 1.65745
O 0.01857 -4.80587 0.90505
O 0.99151 -3.76540 2.66384
F 3.82259 -5.66868 2.99780
H 1.93203 -4.65581 4.26831
H 2.64295 -3.11369 3.74953
H 3.61853 -4.10218 1.75765
C 4.34824 -8.81300 3.43214
C 4.73741 -9.63659 4.61877
O 5.45027 -10.71239 4.04442
C 6.00553 -10.21354 2.90341
O 6.88721 -10.74377 2.29850
O 5.43371 -9.02900 2.54195
F 3.64405 -10.13046 5.24853
H 3.42144 -9.15846 2.96517
H 4.24505 -7.75616 3.67521
H 5.37522 -9.11555 5.33876
C -7.14121 4.96378 -1.48144
C -6.94299 5.73410 -2.74802
O -5.63369 6.25000 -2.60919
C -4.97088 5.35303 -1.83062
O -3.77844 5.30993 -1.71876
O -5.82621 4.50325 -1.19801
F -7.80892 6.77019 -2.82799
H -7.49212 5.59002 -0.65661
H -7.83185 4.12850 -1.60557
H -7.00477 5.12917 -3.65723
C 1.77752 6.75706 5.84920
C 2.23590 8.14738 6.15655
O 2.63367 8.06364 7.51007
C 3.04180 6.77572 7.69077
O 3.69059 6.40103 8.62073
O 2.62409 5.96826 6.67451
F 1.21255 9.02976 6.06137
H 0.73496 6.58499 6.12926
H 1.90450 6.49937 4.79712
H 3.07714 8.48939 5.54662
C -8.89797 -3.70944 -0.74082
C -8.71191 -2.94031 -2.00929
O -7.40297 -2.41694 -1.88093
C -6.73128 -3.31321 -1.10414
O -5.54001 -3.35124 -1.00040
O -7.57949 -4.16418 -0.46634
F -9.58313 -1.90749 -2.08424
H -9.24563 -3.08278 0.08508
H -9.58589 -4.54749 -0.85873
H -8.77762 -3.54676 -2.91709
```



no.,energy (Ha)
1,-2535.15006
2,-5775.19512
3,-5543.76832